No. 1
Entry from the Open Molecules 2025 dataset: 8 unconnected molecules or ions with the total composition C24H44N4O12 in a non-equilibrium geometry (wB97M-V/def2-TZVPD).

Output
SMILES string   CCOC(=O)OC.CCOC(=O)OC.CCOC(=O)OC.CCOC(=O)OC.CC#N.CC#N.CC#N.CC#N
Highest occupied orbital energy   -0.3993 Ha
Net charge   0
Energy   -56130.96849 eV
Molecular weight   580.6 g mol⁻¹
Orbital gap   11.27 eV

Geometry as XYZ:
```
84
C24H44N4O12, DFT wB97M-V/def2-TZVPD
C 0.438 0.455 -2.404
C -0.885 0.313 -1.780
O -0.883 0.775 -0.400
C -0.270 -0.023 0.502
O 0.104 -1.136 0.350
O -0.007 0.564 1.665
C -0.175 1.985 1.840
H 0.662 1.511 -2.424
H 0.510 0.130 -3.461
H 1.223 -0.135 -1.923
H -1.175 -0.746 -1.787
H -1.595 0.921 -2.299
H 0.365 2.565 1.069
H 0.283 2.211 2.789
H -1.211 2.293 1.901
C 3.747 2.808 -3.838
C 3.622 2.298 -5.232
O 2.458 1.400 -5.209
C 2.178 0.840 -6.368
O 2.786 0.948 -7.394
O 1.089 0.077 -6.101
C 0.441 -0.669 -7.216
H 2.876 3.337 -3.439
H 4.619 3.460 -3.687
H 3.915 1.975 -3.131
H 4.517 1.729 -5.491
H 3.474 3.061 -6.015
H 1.202 -1.361 -7.603
H 0.133 -0.033 -8.026
H -0.315 -1.237 -6.693
C -0.088 4.302 -1.286
C -0.667 5.662 -0.953
O -0.156 6.110 0.316
C -0.775 5.574 1.363
O -1.540 4.680 1.414
O -0.318 6.280 2.437
C -0.991 5.877 3.659
H 0.988 4.318 -1.152
H -0.321 4.147 -2.350
H -0.551 3.515 -0.681
H -1.723 5.437 -0.856
H -0.435 6.488 -1.619
H -2.068 5.905 3.590
H -0.536 6.494 4.440
H -0.668 4.862 3.884
C -0.090 -4.083 2.059
C -0.080 -4.689 3.434
O 0.133 -6.114 3.280
C 0.119 -6.857 4.386
O 0.076 -6.475 5.500
O 0.278 -8.118 3.941
C 0.197 -9.215 4.870
H 0.870 -4.231 1.549
H -0.312 -3.001 2.144
H -0.854 -4.484 1.380
H -1.008 -4.466 3.954
H 0.742 -4.284 4.032
H 0.436 -10.097 4.293
H -0.723 -9.235 5.479
H 0.997 -9.044 5.598
C -4.663 0.952 0.151
C -4.473 -0.134 -0.828
N -4.377 -1.007 -1.567
H -3.813 1.608 0.126
H -4.714 0.610 1.163
H -5.604 1.506 -0.066
C 2.787 -0.769 3.040
C 2.247 0.323 3.880
N 1.727 1.135 4.497
H 3.721 -0.516 2.568
H 2.070 -1.040 2.247
H 3.020 -1.604 3.680
C -0.106 -2.903 -3.443
C -1.010 -2.127 -4.264
N -1.797 -1.573 -4.893
H -0.374 -2.774 -2.375
H 0.911 -2.521 -3.565
H -0.166 -3.939 -3.671
C -1.432 -0.190 4.844
C -2.404 -0.028 3.777
N -3.156 0.183 2.946
H -0.476 0.310 4.666
H -1.197 -1.242 4.961
H -1.777 0.164 5.827
```

No. 2
Entry from the Open Molecules 2025 dataset: 6 unconnected molecules or ions with the total composition C24H44O24P4 in a non-equilibrium geometry (wB97M-V/def2-TZVPD).

Output
SMILES string   O=C1C=C(O)C(=O)C=C1O.O=C1C=C(O)C(=O)C=C1O.COP(=O)(OC)OC.COP(=O)(OC)OC.COP(=O)(OC)OC.COP(=O)(OC)OC
Highest occupied orbital energy   -0.3633 Ha
Net charge   0
Energy   -111899.41513 eV
Molecular weight   840.5 g mol⁻¹
Orbital gap   7.94 eV

Geometry as XYZ:
```
96
C24H44O24P4, DFT wB97M-V/def2-TZVPD
O -19.837 -25.448 -11.416
C -18.954 -24.623 -11.180
C -18.942 -23.985 -9.885
C -17.961 -23.178 -9.360
O -17.975 -22.786 -8.073
C -16.732 -22.843 -10.194
O -15.773 -22.195 -9.777
C -16.678 -23.508 -11.509
C -17.649 -24.303 -11.989
O -17.579 -25.063 -13.135
H -19.731 -24.312 -9.224
H -17.127 -22.915 -7.642
H -15.778 -23.473 -12.105
H -18.275 -25.724 -13.121
O -4.908 -33.420 -12.067
C -3.774 -33.408 -12.515
C -3.404 -32.886 -13.827
C -2.210 -32.852 -14.409
O -2.020 -32.229 -15.607
C -1.002 -33.522 -13.761
O 0.103 -33.752 -14.336
C -1.262 -34.067 -12.487
C -2.478 -33.950 -11.843
O -2.768 -34.327 -10.561
H -4.301 -32.508 -14.295
H -2.788 -32.516 -16.106
H -0.368 -34.518 -12.081
H -3.658 -33.976 -10.480
C -17.049 -30.178 -6.290
O -17.479 -31.375 -5.602
P -16.842 -31.898 -4.129
O -15.386 -32.030 -4.013
O -17.435 -30.882 -3.038
C -17.523 -31.154 -1.709
O -17.748 -33.210 -3.751
C -17.930 -34.181 -4.782
H -17.870 -29.477 -6.435
H -16.692 -30.483 -7.274
H -16.202 -29.803 -5.716
H -17.916 -30.338 -1.104
H -16.513 -31.368 -1.359
H -18.126 -32.053 -1.584
H -17.029 -34.619 -5.213
H -18.468 -33.814 -5.656
H -18.548 -34.964 -4.344
C -9.102 -28.941 -12.076
O -9.102 -27.601 -11.552
P -10.461 -27.287 -10.685
O -10.403 -28.123 -9.476
O -10.388 -25.675 -10.544
C -11.210 -24.942 -9.639
O -11.606 -27.651 -11.754
C -12.892 -27.805 -11.303
H -8.090 -29.329 -12.191
H -9.571 -29.022 -13.057
H -9.531 -29.793 -11.548
H -12.268 -25.173 -9.761
H -11.218 -23.889 -9.922
H -11.054 -25.129 -8.577
H -13.314 -28.756 -11.625
H -13.413 -27.072 -11.919
H -12.920 -27.433 -10.278
C -13.251 -33.483 -13.152
O -13.756 -34.338 -12.149
P -15.108 -33.940 -11.351
O -15.764 -35.022 -10.514
O -14.714 -32.629 -10.508
C -13.612 -32.663 -9.580
O -16.054 -33.266 -12.517
C -16.636 -34.218 -13.416
H -13.318 -34.048 -14.082
H -12.203 -33.332 -12.893
H -13.746 -32.518 -13.271
H -13.924 -33.227 -8.700
H -13.474 -31.614 -9.319
H -12.645 -33.041 -9.911
H -16.729 -35.238 -13.043
H -15.996 -34.485 -14.257
H -17.506 -33.816 -13.933
C -14.794 -26.078 -2.569
O -13.785 -25.157 -2.686
P -13.575 -24.375 -4.126
O -14.644 -23.448 -4.595
O -12.148 -23.597 -4.056
C -11.823 -22.279 -4.495
O -13.181 -25.578 -5.143
C -12.123 -26.498 -4.816
H -14.646 -27.025 -2.050
H -15.172 -26.406 -3.538
H -15.580 -25.525 -2.055
H -11.267 -22.483 -5.410
H -11.148 -21.803 -3.783
H -12.648 -21.642 -4.813
H -12.089 -26.693 -3.744
H -11.240 -25.995 -5.211
H -12.368 -27.420 -5.343
```

No. 3
Entry from the Open Molecules 2025 dataset: 2 unconnected molecules or ions with the total composition C24H45B2F4N2O6S (wB97M-V/def2-TZVPD).

Output
Highest occupied orbital energy   -0.2559 Ha
Net charge   -1
Energy   -63953.67727 eV
Molecular weight   587.3 g mol⁻¹
Orbital gap   8.03 eV

Geometry as XYZ:
```
84
C24H45B2F4N2O6S, DFT wB97M-V/def2-TZVPD
C -1.650 -2.156 5.372
C -0.975 -3.402 4.779
C -0.001 -3.099 3.634
C -0.587 -2.227 2.516
C -1.254 -3.035 1.382
C -2.243 -2.099 0.654
C -2.268 -2.161 -0.867
N -3.082 -1.078 -1.355
O -2.662 -3.445 -1.359
B -3.811 -4.067 -0.979
O -3.851 -5.441 -1.115
O -4.936 -3.340 -0.588
C -0.799 -1.959 -1.310
C -0.559 -1.566 -2.756
C 0.632 -0.608 -2.882
C 2.005 -1.224 -2.628
C 3.100 -0.140 -2.582
C 3.686 0.053 -1.173
C 2.941 1.093 -0.333
C 3.095 2.523 -0.839
C 2.277 3.581 -0.072
C 0.885 3.128 0.370
C -0.094 3.032 -0.800
C -1.488 2.515 -0.423
C -2.492 3.617 -0.095
N -2.046 4.477 0.985
C -2.025 4.122 2.300
C -1.509 5.158 3.019
C -1.209 6.194 2.099
C -1.555 5.742 0.863
O -0.152 -3.245 -1.109
S 0.062 -3.781 0.354
O 1.323 -3.308 0.844
O -0.178 -5.191 0.308
H -2.634 -1.989 4.927
H -1.777 -2.231 6.451
H -1.068 -1.259 5.143
H -0.413 -3.908 5.567
H -1.728 -4.110 4.417
H 0.901 -2.619 4.023
H 0.341 -4.039 3.194
H -1.335 -1.532 2.907
H 0.204 -1.606 2.092
H -1.766 -3.872 1.858
H -3.247 -2.192 1.078
H -1.922 -1.078 0.882
H -3.904 -0.972 -0.775
H -3.392 -1.270 -2.299
H -4.221 -5.892 -0.352
H -5.340 -3.643 0.231
H -0.341 -1.228 -0.635
H -0.375 -2.470 -3.342
H -1.431 -1.054 -3.163
H 0.610 -0.091 -3.845
H 0.474 0.167 -2.118
H 2.219 -1.988 -3.382
H 1.997 -1.752 -1.667
H 2.669 0.800 -2.938
H 3.924 -0.365 -3.254
H 4.742 0.329 -1.241
H 3.648 -0.898 -0.632
H 3.348 1.065 0.688
H 1.886 0.807 -0.247
H 4.155 2.781 -0.763
H 2.857 2.584 -1.904
H 2.147 4.443 -0.737
H 2.828 3.956 0.795
H 0.917 2.166 0.889
H 0.505 3.846 1.107
H -0.149 3.992 -1.325
H 0.331 2.317 -1.515
H -1.396 1.833 0.430
H -1.898 1.931 -1.253
H -3.444 3.169 0.201
H -2.641 4.241 -0.978
H -2.381 3.162 2.641
H -1.351 5.170 4.086
H -0.789 7.163 2.313
H -1.484 6.228 -0.097
B 6.234 0.248 -4.737
F 7.267 0.802 -5.513
F 6.692 0.022 -3.420
F 5.140 1.146 -4.694
F 5.808 -0.973 -5.300
```

No. 4
Entry from the Open Molecules 2025 dataset: 13 unconnected molecules or ions with the total composition C24H45BrCl24N2OP in a non-equilibrium geometry (wB97M-V/def2-TZVPD).

Output
Highest occupied orbital energy   -0.1718 Ha
Net charge   -1
Energy   -410512.37451 eV
Molecular weight   1339.4 g mol⁻¹
Orbital gap   6.15 eV

Geometry as XYZ:
```
98
C24H45BrCl24N2OP, DFT wB97M-V/def2-TZVPD
C 2.039 -2.076 0.195
N 2.393 -1.745 -1.207
C 3.448 -0.707 -1.206
C 1.209 -1.306 -1.997
O 0.773 -2.144 -2.763
C 0.571 0.118 -1.932
P -1.347 0.118 -1.587
Br -0.909 -0.183 0.678
C -1.286 2.025 -1.517
C -0.706 2.697 -0.217
N -0.590 4.190 -0.513
C -3.262 0.042 -1.360
C -3.930 -0.793 -0.333
C -5.398 -0.843 -0.170
C -6.310 -0.068 -1.027
C -5.655 0.740 -2.100
C -4.213 0.776 -2.234
H 1.972 -1.162 0.861
H 1.041 -2.580 0.225
H 2.788 -2.785 0.655
H 3.452 -0.076 -0.263
H 4.435 -1.255 -1.191
H 3.349 -0.022 -2.084
H 1.151 0.694 -1.151
H 0.815 0.632 -2.910
H -1.380 -1.312 -1.715
H -1.575 0.236 -3.024
H -0.579 2.334 -2.349
H -2.249 2.549 -1.743
H 0.334 2.396 0.048
H -1.414 2.678 0.658
H -1.449 4.605 -0.134
H -0.625 4.360 -1.519
H -3.357 -1.441 0.363
H -5.844 -1.477 0.636
H -7.415 -0.102 -0.857
H -6.327 1.353 -2.790
H -3.795 1.405 -3.063
C 3.099 -1.463 3.789
Cl 1.647 -0.863 2.981
Cl 3.411 -3.161 3.398
H 3.951 -0.867 3.471
H 2.967 -1.372 4.864
C 7.760 -2.041 -0.499
Cl 6.257 -2.366 0.368
Cl 7.838 -0.355 -1.021
H 8.599 -2.248 0.156
H 7.808 -2.680 -1.371
C -9.671 0.154 -3.381
Cl -9.100 1.710 -2.762
Cl -8.415 -0.664 -4.320
H -9.952 -0.477 -2.536
H -10.534 0.323 -4.019
C 7.435 2.664 1.042
Cl 5.935 2.329 1.914
Cl 7.511 4.353 0.519
H 8.277 2.461 1.698
H 7.484 2.022 0.167
C -5.730 -2.797 3.931
Cl -5.027 -2.100 2.469
Cl -5.454 -4.543 4.015
H -5.275 -2.327 4.799
H -6.801 -2.611 3.929
C 5.302 1.807 -4.037
Cl 5.743 2.298 -2.398
Cl 6.738 1.547 -5.035
H 4.734 0.881 -3.987
H 4.695 2.588 -4.488
C -2.338 6.109 2.718
Cl -3.090 5.676 1.183
Cl -1.612 4.681 3.464
H -1.563 6.849 2.542
H -3.095 6.516 3.383
C 9.901 -5.435 -1.058
Cl 8.398 -5.764 -0.189
Cl 9.983 -3.748 -1.580
H 10.741 -5.641 -0.400
H 9.951 -6.077 -1.933
C -12.435 -2.222 -2.144
Cl -11.866 -0.663 -1.534
Cl -11.189 -3.032 -3.099
H -12.700 -2.854 -1.301
H -13.308 -2.057 -2.771
C -1.188 3.776 7.012
Cl -2.727 3.113 7.573
Cl -0.400 4.732 8.278
H -0.535 2.957 6.731
H -1.373 4.414 6.153
C 7.286 -2.925 -4.449
Cl 5.827 -2.089 -3.911
Cl 8.594 -1.784 -4.784
H 7.607 -3.610 -3.668
H 7.060 -3.479 -5.356
C -1.363 -0.410 5.193
Cl -2.903 -0.702 6.015
Cl -1.163 1.298 4.789
H -0.552 -0.713 5.849
H -1.336 -0.992 4.276
```

Question: Which value of net charge does entry 2 give?
Answer: 0

Question: Number 4 is which compound?
Answer: C24H45BrCl24N2OP